Below is a molecular structure, C38H32CuN7OSb, with properties calculated with ωB97M-V/def2-TZVPD.

Structure (ORCA input):
```
! wB97M-V def2-TZVPD RIJCOSX def2/J DEFGRID3
* xyz 1 1
Cu -0.019 0.014 0.109
N 4.370 0.718 -0.299
C 3.094 0.460 -0.626
N 2.159 0.241 0.231
C 2.458 0.290 1.595
N 1.647 -0.249 2.439
N 0.517 -0.721 1.951
C 0.051 -1.884 2.233
C -1.130 -2.291 1.512
C -1.972 -3.324 1.928
C -3.052 -3.669 1.136
C -3.275 -2.972 -0.046
C -2.395 -1.955 -0.382
N -1.349 -1.631 0.360
C 3.736 0.841 2.011
C 4.044 1.152 3.335
C 5.311 1.590 3.663
C 6.293 1.693 2.686
C 6.012 1.385 1.368
C 4.727 0.981 1.024
H 5.080 0.782 -1.017
H 2.843 0.419 -1.683
H 0.558 -2.578 2.897
H -1.780 -3.828 2.861
H -3.721 -4.461 1.435
H -4.100 -3.222 -0.695
H -2.523 -1.383 -1.290
H 3.281 1.025 4.086
H 5.546 1.835 4.686
H 7.284 2.023 2.952
H 6.779 1.459 0.611
N -5.231 1.336 1.324
C -4.813 2.507 0.783
O -5.583 3.388 0.479
C -3.336 2.645 0.534
C -2.783 3.923 0.455
C -1.432 4.055 0.183
C -0.684 2.907 -0.020
N -1.209 1.686 0.025
C -2.505 1.560 0.292
H -6.216 1.268 1.537
H -4.618 0.647 1.722
H -3.419 4.782 0.594
H -0.964 5.026 0.121
H 0.374 2.964 -0.239
H -2.900 0.554 0.269
C 0.929 0.455 -7.701
C -0.263 -0.126 -7.303
C -0.565 -0.245 -5.957
C 0.328 0.207 -5.001
C 1.510 0.805 -5.402
C 1.810 0.932 -6.747
Sb -0.066 0.024 -2.880
C -2.009 0.939 -3.081
C -1.967 2.325 -3.093
C -3.128 3.072 -3.146
C -4.353 2.433 -3.230
C -4.401 1.049 -3.256
C -3.236 0.305 -3.170
C -0.312 -2.124 -2.939
C 0.709 -2.830 -2.319
C 0.737 -4.212 -2.357
C -0.282 -4.903 -2.988
C -1.308 -4.207 -3.602
C -1.313 -2.822 -3.592
H 1.165 0.542 -8.751
H -0.964 -0.484 -8.043
H -1.506 -0.687 -5.658
H 2.200 1.179 -4.653
H 2.731 1.407 -7.048
H -1.007 2.825 -3.060
H -3.070 4.150 -3.134
H -5.267 3.004 -3.292
H -5.351 0.544 -3.350
H -3.298 -0.776 -3.188
H 1.497 -2.287 -1.807
H 1.559 -4.748 -1.905
H -0.272 -5.982 -3.009
H -2.098 -4.744 -4.108
H -2.105 -2.295 -4.106
*
```

Summary:
- Orbital gap: 7.28 eV
- Energy above the lowest of the compared OMol25 structures with the same formula, charge and spin: 32.2 kJ/mol
- Lowest unoccupied orbital energy: -2.985 eV